{"formula": "C66H163F12N14O28S4", "method": "ωB97M-V/def2-TZVPD", "species": ["O", "H", "H", "H", "C", "F", "F", "F", "S", "O", "O", "N", "S", "O", "O", "C", "F", "F", "F", "C", "F", "F", "F", "S", "O", "O", "N", "S", "O", "O", "C", "F", "F", "F", "C", "C", "C", "O", "C", "N", "H", "H", "H", "H", "H", "H", "H", "H", "H", "H", "H", "C", "C", "C", "O", "C", "N", "H", "H", "H", "H", "H", "H", "H", "H", "H", "H", "H", "C", "C", "C", "O", "C", "N", "H", "H", "H", "H", "H", "H", "H", "H", "H", "H", "H", "C", "C", "C", "O", "C", "N", "H", "H", "H", "H", "H", "H", "H", "H", "H", "H", "H", "C", "C", "C", "O", "C", "N", "H", "H", "H", "H", "H", "H", "H", "H", "H", "H", "H", "C", "O", "C", "C", "N", "C", "C", "O", "C", "H", "H", "H", "H", "H", "H", "H", "H", "H", "H", "H", "H", "H", "H", "H", "C", "O", "C", "C", "N", "C", "C", "O", "C", "H", "H", "H", "H", "H", "H", "H", "H", "H", "H", "H", "H", "H", "H", "H", "C", "O", "C", "C", "N", "C", "C", "O", "C", "H", "H", "H", "H", "H", "H", "H", "H", "H", "H", "H", "H", "H", "H", "H", "C", "O", "C", "C", "N", "C", "C", "O", "C", "H", "H", "H", "H", "H", "H", "H", "H", "H", "H", "H", "H", "H", "H", "H", "C", "O", "C", "C", "N", "C", "C", "O", "C", "H", "H", "H", "H", "H", "H", "H", "H", "H", "H", "H", "H", "H", "H", "H", "C", "O", "C", "C", "N", "C", "C", "O", "C", "H", "H", "H", "H", "H", "H", "H", "H", "H", "H", "H", "H", "H", "H", "H", "C", "O", "C", "C", "N", "C", "C", "O", "C", "H", "H", "H", "H", "H", "H", "H", "H", "H", "H", "H", "H", "H", "H", "H"], "positions_angstrom": [[7.84113, -26.40122, -11.23668], [7.09455, -26.10238, -10.71236], [7.52830, -26.97819, -11.93729], [8.39529, -26.96583, -10.69288], [7.22203, -28.87102, -8.51663], [6.72766, -29.97757, -7.96072], [6.48086, -28.49939, -9.60028], [6.99211, -27.87278, -7.56870], [9.09022, -29.15362, -9.02748], [9.85181, -29.11649, -7.82173], [9.12018, -30.46549, -9.70878], [9.44420, -27.73063, -9.93334], [10.93132, -27.76248, -10.11032], [11.61679, -27.11388, -9.01418], [11.47417, -28.99737, -10.64764], [11.05741, -26.41408, -11.55916], [12.36757, -26.16780, -11.79540], [10.43473, -26.76638, -12.64278], [10.46505, -25.32769, -11.11521], [5.52953, -30.17833, -12.94995], [5.32777, -30.05798, -11.64646], [5.45956, -31.43594, -13.28811], [4.48698, -29.56083, -13.56935], [7.22237, -29.45478, -13.50136], [8.29973, -29.94907, -12.63322], [7.35231, -29.98500, -14.85868], [7.08078, -27.74819, -13.26798], [7.03557, -27.15289, -14.73343], [8.30418, -27.27253, -15.53394], [5.81226, -27.50329, -15.44301], [6.80286, -25.24593, -14.44191], [7.87848, -24.70627, -13.79178], [6.69106, -24.57935, -15.61997], [5.64208, -24.96741, -13.79850], [4.06172, -26.76486, -10.79668], [4.65316, -25.40144, -10.39966], [3.60927, -24.57500, -9.56318], [4.25639, -23.40085, -9.10008], [3.50939, -22.61050, -8.19132], [5.87532, -25.63963, -9.63066], [3.14040, -26.64234, -11.36610], [3.80400, -27.49635, -10.03077], [4.75039, -27.35211, -11.40414], [4.94043, -24.88998, -11.31834], [3.19449, -25.05667, -8.67771], [2.76059, -24.29429, -10.18691], [2.60154, -22.23282, -8.66170], [4.08967, -21.73496, -7.90012], [3.27910, -23.23632, -7.32910], [6.00124, -24.66195, -9.41068], [5.64237, -25.98798, -8.71170], [9.17956, -28.49253, -1.96196], [9.51648, -29.25406, -3.27279], [8.88257, -28.48985, -4.55209], [7.44543, -28.30629, -4.41951], [6.69821, -29.53003, -4.50503], [11.00834, -29.27222, -3.46259], [9.82876, -28.64842, -1.10038], [8.12713, -28.62452, -1.71083], [9.23481, -27.40845, -2.06100], [9.03649, -30.22163, -3.12606], [9.10319, -29.01138, -5.48346], [9.23007, -27.46909, -4.71144], [5.61842, -29.39772, -4.57324], [6.89010, -30.13513, -3.61895], [6.89294, -30.09714, -5.41528], [11.33316, -29.71876, -4.30828], [11.50110, -28.39058, -3.46375], [12.03117, -22.13075, -4.37472], [13.28583, -22.20272, -5.30140], [13.09654, -23.19945, -6.44399], [12.79454, -24.48905, -5.81732], [12.24466, -25.41636, -6.76329], [13.55029, -20.93337, -5.86949], [11.92012, -22.86365, -3.57558], [11.01967, -21.99722, -4.75832], [12.04277, -21.19257, -3.81991], [14.14086, -22.39463, -4.65317], [13.96686, -23.37481, -7.07638], [12.31500, -22.79229, -7.08549], [11.53648, -25.01023, -7.48553], [11.82643, -26.30553, -6.29153], [13.09145, -25.81659, -7.32086], [14.04538, -20.33339, -5.22527], [12.66075, -20.49751, -6.06658], [9.26629, -21.45035, -11.06159], [8.29492, -22.29057, -10.26543], [8.92026, -23.05360, -9.12208], [7.89446, -23.78500, -8.41795], [8.38465, -24.60974, -7.36367], [7.32122, -21.37857, -9.73421], [8.81853, -21.09464, -11.98953], [10.12365, -22.03594, -11.39344], [9.64385, -20.57162, -10.53873], [7.93544, -23.06781, -10.93979], [9.34853, -22.40872, -8.35475], [9.77019, -23.67583, -9.40235], [8.79857, -23.93967, -6.61017], [9.11901, -25.36168, -7.65248], [7.46385, -25.08817, -7.03004], [6.79193, -21.13750, -10.55994], [6.63215, -22.00850, -9.34889], [11.55745, -29.30140, -14.34671], [11.03795, -30.72609, -14.22537], [11.97419, -31.72580, -14.90618], [11.50539, -33.07763, -14.71500], [11.48431, -33.85806, -15.90272], [10.84814, -31.00481, -12.81959], [10.86619, -28.59068, -13.89379], [11.62334, -28.93843, -15.37239], [12.60017, -29.23756, -14.03563], [10.05358, -30.78122, -14.69021], [12.96281, -31.70002, -14.44784], [12.09560, -31.45377, -15.95467], [11.03869, -34.81598, -15.63457], [12.46523, -33.98946, -16.35949], [10.82075, -33.38813, -16.62864], [9.94824, -30.60339, -12.59792], [11.36972, -30.33953, -12.26690], [8.26679, -33.44819, -14.30280], [8.88524, -33.63716, -13.03302], [8.02066, -33.39637, -11.92058], [8.76605, -33.71080, -10.60010], [10.06236, -32.96474, -10.65698], [10.98483, -33.28965, -9.59343], [12.33477, -32.52193, -9.87114], [12.67661, -32.45788, -11.28277], [13.77381, -31.62547, -11.56393], [7.96861, -32.45213, -14.62999], [7.44876, -34.16729, -14.34554], [8.90957, -33.79630, -15.11136], [7.19426, -34.10590, -11.96216], [7.66892, -32.36496, -11.94453], [8.96330, -34.77748, -10.49338], [8.11025, -33.41166, -9.78245], [9.65842, -32.10738, -10.30788], [11.22620, -34.35144, -9.54411], [10.61192, -32.98575, -8.61532], [13.14615, -32.96827, -9.29620], [12.21781, -31.49755, -9.51751], [14.05792, -31.51918, -12.61087], [14.68909, -31.98330, -11.09243], [13.70014, -30.59400, -11.21934], [12.81405, -21.72972, -9.99024], [14.09032, -22.29933, -9.97682], [14.17035, -23.59697, -10.49976], [15.65694, -24.09443, -10.74813], [16.05996, -23.62304, -12.06481], [17.53428, -23.68495, -12.27412], [17.96664, -22.64964, -13.36343], [17.29189, -21.42522, -13.16346], [17.44488, -20.52921, -14.24107], [12.36520, -21.59797, -10.97475], [12.76254, -20.76482, -9.48585], [12.09697, -22.32757, -9.42768], [13.54952, -23.65331, -11.39390], [13.78760, -24.20234, -9.67811], [15.65929, -25.18345, -10.70208], [16.22976, -23.57419, -9.98046], [15.87929, -22.64427, -12.23648], [17.84230, -24.68578, -12.57674], [18.05631, -23.46865, -11.34203], [17.67143, -23.01308, -14.34775], [19.04143, -22.50570, -13.25300], [18.46625, -20.20356, -14.43825], [16.84732, -19.68571, -13.89535], [16.99205, -21.00483, -15.11103], [14.89918, -26.98641, -13.40272], [14.91986, -28.28001, -12.80628], [16.19824, -28.91418, -12.68318], [16.74336, -29.41840, -14.02837], [15.77133, -30.39751, -14.51956], [15.98787, -30.73348, -15.91783], [15.50556, -29.63867, -16.89459], [14.17292, -29.29191, -16.56676], [13.72528, -28.19558, -17.28117], [15.00454, -26.22202, -12.63284], [13.92655, -26.93529, -13.89208], [15.52077, -26.85691, -14.28868], [16.04900, -29.71380, -11.95763], [16.94315, -28.23350, -12.27101], [17.72698, -29.84925, -13.84135], [16.95714, -28.60306, -14.71948], [14.99303, -29.77227, -14.36657], [15.25351, -31.51067, -16.12945], [16.93621, -31.19955, -16.18526], [15.53085, -29.93254, -17.94392], [16.23462, -28.83215, -16.81653], [13.82132, -28.32276, -18.35945], [14.30598, -27.31096, -17.01977], [12.67114, -28.05798, -17.04042], [6.39134, -36.50542, -9.59209], [6.16159, -35.14882, -9.89488], [5.25563, -34.44414, -9.06319], [5.10979, -32.90619, -9.41793], [3.97966, -32.40153, -8.71266], [3.61186, -31.00848, -9.04480], [2.35625, -30.48460, -8.22010], [2.56408, -30.28348, -6.87926], [1.51095, -29.81460, -6.02414], [7.22868, -36.90000, -10.16765], [5.50602, -37.12452, -9.73713], [6.63570, -36.66410, -8.54175], [5.66646, -34.55039, -8.05919], [4.29086, -34.94202, -8.96603], [4.96937, -32.83060, -10.49620], [6.05159, -32.38949, -9.23317], [3.12733, -32.84880, -9.01861], [3.25274, -30.98791, -10.07373], [4.38472, -30.25532, -8.89137], [1.50553, -31.15885, -8.31893], [1.97689, -29.52628, -8.57478], [0.65069, -30.47071, -6.15673], [1.18601, -28.81063, -6.29720], [1.79504, -29.76856, -4.97282], [11.22375, -27.23433, -22.49263], [10.90013, -26.31066, -21.48828], [11.78726, -26.36881, -20.40113], [11.02422, -25.89601, -19.13168], [11.91059, -25.69077, -17.96955], [11.21135, -25.42663, -16.69331], [12.21676, -25.11179, -15.56028], [12.63688, -23.71967, -15.71049], [13.45864, -23.46147, -14.62507], [12.23324, -27.18186, -22.90041], [10.53461, -27.06601, -23.32019], [11.01974, -28.25190, -22.15940], [12.56958, -25.62096, -20.53081], [12.26996, -27.33581, -20.25962], [10.26095, -26.64794, -18.93137], [10.48896, -24.96373, -19.31181], [12.45050, -24.85778, -18.15591], [10.68506, -26.34724, -16.44108], [10.49435, -24.62130, -16.85285], [13.07384, -25.78335, -15.61058], [11.53429, -25.22445, -14.71787], [13.67400, -22.39420, -14.67644], [14.33162, -24.11278, -14.58282], [12.83108, -23.56791, -13.74023], [8.19226, -32.74726, -6.41636], [9.53683, -32.30168, -6.66909], [10.34006, -32.28856, -5.49535], [11.77827, -31.96702, -5.77868], [11.90806, -30.55649, -6.10598], [13.25610, -30.28198, -6.47315], [13.39417, -29.09169, -7.42097], [14.69757, -28.83249, -7.91218], [14.70331, -28.11516, -9.13387], [8.12564, -33.74154, -5.97468], [7.76663, -32.81783, -7.41734], [7.54850, -32.00195, -5.94926], [10.24353, -33.28613, -5.06683], [9.83444, -31.62583, -4.79303], [12.03370, -32.58626, -6.63856], [12.38351, -32.29172, -4.93229], [11.28799, -30.29477, -6.85904], [13.75010, -31.12514, -6.95599], [13.76701, -30.05340, -5.53783], [12.96347, -28.19136, -6.98278], [12.76554, -29.30772, -8.28484], [14.47026, -28.78916, -9.95820], [15.69176, -27.67507, -9.26568], [13.96239, -27.31947, -9.05634], [4.20464, -26.61131, -6.65529], [3.49441, -25.58691, -5.99327], [2.31560, -26.06224, -5.41372], [1.58259, -25.06546, -4.54348], [1.03215, -24.02788, -5.40993], [0.35154, -22.93386, -4.73537], [1.39985, -21.93258, -4.21713], [2.28857, -21.47270, -5.20595], [1.78370, -20.47771, -6.07755], [3.49962, -26.98248, -7.39912], [4.52318, -27.42911, -6.00889], [5.00910, -26.18478, -7.25446], [2.51861, -26.86658, -4.70666], [1.60091, -26.51657, -6.09995], [2.25243, -24.58992, -3.82706], [0.76343, -25.59458, -4.05655], [1.87900, -23.64043, -5.80086], [-0.19309, -23.40293, -3.91596], [-0.32676, -22.41018, -5.40900], [2.00083, -22.49688, -3.50405], [0.96411, -21.11640, -3.64087], [2.57345, -20.13398, -6.74556], [1.49952, -19.59888, -5.49876], [0.89931, -20.73357, -6.66107]], "forces_ev_per_a": [[0.5, 2.1, -1.2], [-1.9, 0.8, 1.9], [-0.7, -1.1, -2.1], [1.7, -1.1, 1.5], [-0.8, 1.5, 0.5], [0.6, 0.3, -0.8], [0.8, -0.8, 0.8], [1.1, -1.2, -1.4], [-0.5, -2.1, -0.9], [-0.2, 0.5, 0.6], [-1.1, 3.6, 0.9], [-5.0, -3.5, 2.1], [6.2, 1.8, -2.5], [-0.1, -0.2, -0.6], [-0.4, 1.0, 0.8], [0.9, -1.6, 2.1], [-1.0, -0.1, 0.0], [-0.2, -0.5, -1.1], [0.0, 1.3, 0.5], [-0.9, 1.2, -0.6], [0.3, 0.1, 0.4], [0.5, -0.7, -0.1], [1.0, 0.1, 0.3], [2.4, -1.5, -0.3], [-3.0, 1.5, -0.1], [-1.0, 1.6, 1.6], [0.0, -2.8, -0.6], [1.0, 1.1, -4.8], [-2.9, 0.7, 2.6], [1.0, 0.5, 0.8], [0.3, 0.6, -0.4], [-1.3, -0.6, -0.2], [0.4, -1.1, 0.7], [1.1, -0.4, 0.3], [-0.4, -0.2, -0.7], [-1.8, -2.0, 1.0], [0.6, 0.6, -0.5], [0.7, 0.4, -0.4], [0.0, -0.5, -0.3], [-0.3, 1.6, -0.5], [0.0, 0.1, -0.2], [0.1, 0.5, 0.8], [0.2, 0.4, -0.4], [-0.2, 0.3, 0.1], [0.1, -0.8, 0.0], [-0.2, 0.0, -0.3], [-0.3, -0.1, 0.0], [0.3, -0.3, 0.0], [-0.2, 0.3, 0.2], [1.6, 0.5, 0.6], [0.0, -0.7, -0.2], [-0.3, 0.9, -0.5], [1.2, 3.0, -0.7], [-1.1, -0.9, 1.3], [-0.4, -0.7, -0.4], [0.4, 0.3, 0.0], [-0.8, -1.1, 0.7], [0.0, -0.9, -0.2], [0.0, -0.4, 0.2], [0.2, 0.2, -0.6], [0.7, -0.4, -0.6], [0.1, -0.4, 0.0], [0.4, 0.0, 0.6], [0.0, 0.8, 0.3], [0.0, -0.3, 0.0], [0.6, 0.0, 0.0], [-0.4, -0.4, -0.5], [-0.7, 0.5, 0.4], [-0.2, 0.5, 1.1], [-1.0, -0.8, 0.9], [0.3, -1.6, 1.5], [-1.3, 1.0, -0.9], [1.4, -0.3, 0.0], [0.2, 1.5, -0.9], [0.4, -0.5, -0.4], [0.1, -0.6, -1.2], [0.8, 0.3, 0.2], [0.0, -0.8, -0.1], [0.3, 0.5, 0.0], [-0.5, -0.3, 0.0], [-0.1, 0.3, 0.2], [-0.3, 0.4, 0.5], [0.0, 0.0, -0.5], [-0.1, 0.1, 0.0], [0.0, 0.4, -0.3], [1.0, -0.3, -0.6], [1.7, -0.1, 0.1], [0.2, -0.1, 1.5], [0.7, -0.2, -1.3], [-0.9, 0.8, -0.4], [-1.6, -0.7, -0.4], [-0.3, 0.0, 0.0], [0.1, -0.1, 0.1], [-0.1, -0.1, 0.3], [-0.6, -0.1, -0.2], [0.1, 0.8, -0.1], [-0.2, -0.5, -0.5], [0.1, -0.3, 0.4], [0.1, 0.0, -0.3], [0.3, -0.2, 0.5], [-0.2, 1.0, -0.4], [-0.4, 0.0, 1.1], [0.1, 0.3, -1.6], [0.2, 0.4, 0.2], [-0.3, -0.6, 0.7], [0.2, 0.2, -0.9], [-0.5, 0.7, 0.8], [-0.4, 0.3, 0.3], [0.3, -0.2, 0.5], [-0.2, -0.2, -0.5], [-0.1, 0.2, 0.8], [-0.1, -0.2, -0.3], [0.2, 0.3, 0.1], [-0.1, -0.2, -0.3], [0.2, -0.1, 0.0], [0.3, -0.1, 0.0], [-0.1, 0.1, -0.4], [-0.3, -0.8, 0.0], [1.0, -0.3, 0.0], [0.1, -1.3, 0.2], [-0.2, 0.6, -0.3], [0.8, -1.0, -0.2], [1.2, 0.3, -1.5], [-2.0, -0.5, 1.2], [1.7, 0.2, -0.8], [-0.5, 0.3, -0.9], [0.0, -0.4, 0.9], [0.7, 0.1, 0.6], [-0.2, 0.3, 0.8], [-0.8, 0.3, -0.1], [0.6, 0.0, 0.4], [-0.5, 0.2, -0.1], [-0.1, 0.2, 0.2], [-0.1, -0.2, -0.2], [-0.1, 0.0, 0.3], [0.8, 0.8, -0.9], [-0.2, -0.3, -0.2], [0.2, 0.0, 0.3], [0.3, -0.2, 0.1], [0.0, 0.3, 0.1], [-0.7, -0.6, -0.3], [0.3, -0.4, 0.3], [-0.7, 0.3, 0.3], [-0.8, -0.2, 0.3], [1.0, 1.6, -0.2], [0.5, -1.0, 0.8], [-2.3, 2.2, -0.6], [1.7, -0.5, -0.9], [-0.8, 0.7, -0.4], [-0.7, -0.8, 0.9], [0.6, -0.2, 0.6], [-1.0, -0.1, 0.7], [0.3, -0.1, -0.4], [0.7, 0.1, -0.1], [-0.1, -0.5, 0.1], [0.1, -0.4, -0.2], [-0.5, -0.8, -0.3], [0.3, 0.1, 0.2], [0.4, -0.5, 0.5], [-0.7, 0.2, 0.6], [0.0, -0.1, -0.2], [0.2, 0.2, 0.2], [0.3, -0.3, -0.2], [0.2, 0.0, -0.4], [0.2, -0.2, 0.1], [0.1, 0.3, -0.6], [0.1, 0.3, -0.4], [-0.9, -0.7, -0.3], [0.6, -0.2, -0.3], [0.2, 0.8, -0.4], [0.3, -0.7, 1.1], [1.9, 1.0, 0.3], [-2.8, -0.4, -0.9], [0.8, -0.2, 0.4], [1.0, -0.8, 0.5], [-0.5, 0.5, -0.1], [0.2, 0.2, -0.3], [-0.4, 0.3, 0.5], [0.9, -0.1, 0.4], [0.0, -0.2, -0.3], [0.0, 0.3, 0.3], [0.1, -0.4, 0.1], [-0.3, 0.4, -0.1], [-1.4, -0.8, -0.8], [0.0, -0.5, 0.1], [0.3, 0.6, 0.4], [0.1, -0.5, -0.2], [-0.3, 0.9, 0.1], [0.0, -0.2, -0.3], [-0.1, 0.3, 0.1], [0.2, 0.2, 0.0], [-0.4, 0.1, 0.7], [-0.2, 0.4, -0.9], [0.9, 0.3, 0.8], [0.5, -2.3, -1.1], [-1.0, 1.8, 1.1], [-1.4, 0.6, 1.3], [-0.5, -0.2, -0.7], [1.6, 0.1, 3.0], [0.0, -0.3, -1.6], [-0.2, 0.3, -0.2], [-0.2, 0.0, -0.4], [0.2, 0.3, 0.4], [0.0, 0.4, 0.5], [-0.5, 0.0, -0.6], [0.1, -0.1, -0.5], [-0.2, 0.2, 0.5], [0.2, -0.9, 0.1], [0.2, 0.4, -0.4], [0.4, -0.4, -0.1], [-0.2, -0.6, -0.4], [0.3, 0.2, -1.0], [-0.2, -0.1, 0.2], [0.0, 0.2, -0.3], [0.5, -0.4, -0.3], [-0.9, -0.3, -0.5], [0.2, -0.2, -0.2], [-0.2, 1.6, 1.4], [0.2, -0.4, 0.2], [0.1, -0.3, -0.3], [1.2, -0.8, -1.0], [-2.1, 1.3, -2.1], [-0.5, -2.2, -0.5], [-0.5, 1.2, 0.5], [0.3, 0.3, 0.3], [0.0, 0.2, 0.0], [0.2, -0.2, 0.2], [0.5, 0.0, -0.3], [-0.3, -0.2, 0.0], [0.0, -0.1, 0.4], [-0.2, 0.1, -0.6], [0.3, 0.1, -0.1], [-0.2, 0.1, 0.2], [-0.2, 0.2, 0.5], [-0.1, 0.0, 0.3], [0.8, 0.0, 0.9], [0.7, -0.1, 0.0], [0.2, 0.2, 0.1], [0.3, -0.3, 0.6], [0.6, 0.5, -1.7], [-0.6, -0.1, 0.2], [-1.3, -0.7, 0.4], [-1.4, 0.2, -0.6], [-0.2, -0.3, 0.1], [1.8, 1.1, 0.0], [-0.8, 0.0, -0.7], [0.5, -0.6, 1.0], [-0.3, 0.0, 0.6], [0.2, 0.1, 0.4], [0.0, -0.3, -0.1], [0.3, 0.0, 0.7], [0.3, -0.3, 0.3], [0.4, 0.4, 0.3], [0.4, -0.3, -0.2], [0.1, 0.4, 0.1], [-0.3, -0.3, -0.1], [0.1, -0.3, -0.1], [0.6, -0.1, 0.0], [0.0, 0.2, 0.2], [-0.3, -0.1, -0.2], [-0.1, 0.1, -0.2], [0.1, -0.1, 0.0], [0.0, 0.1, -0.4], [-1.0, 0.1, -0.8], [0.2, 0.7, 0.3], [-0.4, -0.9, 1.5], [-0.2, 0.8, -0.9], [0.1, -0.1, -0.6], [0.8, 0.2, 0.0], [-0.3, -0.6, 0.8], [0.0, -0.1, -0.6], [-0.1, 0.7, 0.5], [0.0, -0.7, -0.2], [0.2, 0.1, 0.1], [0.1, 0.1, 0.9], [0.6, -0.5, 0.1], [0.0, 0.3, -0.7], [0.2, -0.5, 0.5], [0.1, 0.0, 0.2], [-0.1, 0.3, -0.7], [-0.3, 0.5, 0.2], [-0.2, -0.3, -0.1], [0.3, 0.2, 0.0], [-0.2, 0.3, -0.1], [0.1, -0.4, 0.0], [-0.1, 0.2, 0.2], [0.0, -0.5, -0.1]], "mulliken_charge": [2.814, 0.094, 0.380, -0.220, -0.467, -0.038, 0.154, -0.153, -0.129, -0.347, 0.172, -1.393, -0.190, 0.881, 1.015, -0.753, 0.245, 0.110, -0.002, 0.201, 0.038, -0.239, -0.274, 0.629, -0.761, -0.706, -0.594, 0.694, -0.467, -0.666, 0.505, -0.167, -0.219, -0.253, -1.449, 1.047, -0.943, -0.211, -0.754, 1.212, 0.678, -0.038, -0.046, 0.195, 0.233, 0.536, 0.409, 0.247, 0.184, -0.104, -1.756, -1.583, 0.275, 0.445, -0.378, -0.259, -0.654, 0.413, 0.282, 0.381, 0.267, -0.458, 0.287, 0.331, 0.387, -0.301, 0.158, 0.325, -1.526, 0.153, 0.206, -0.545, 0.250, -0.623, 0.361, 0.261, 0.471, 0.447, 0.278, -0.335, -0.094, -0.025, 0.227, 0.252, 0.247, -1.454, 1.637, -0.270, -0.289, -0.370, -0.869, 0.495, 0.041, 0.373, -0.498, 0.559, -0.404, 0.502, -0.066, -0.046, 0.384, 0.204, 0.214, 1.117, -1.097, -0.011, -1.170, 1.236, -0.596, 0.225, -0.291, 0.075, -0.361, 0.588, 0.251, 0.292, 0.469, -0.559, -0.428, -0.588, -0.384, 0.263, -0.742, 0.607, -0.472, 0.354, -0.198, -1.121, 0.111, 0.462, 0.047, 1.094, -0.888, 0.730, -0.409, -0.332, 0.566, -0.177, 0.693, -0.693, 0.108, 0.545, 0.327, -0.605, -0.514, 0.422, -1.358, 0.132, -0.800, -0.559, -0.336, -0.767, 0.385, 0.393, 0.018, -0.025, 0.194, 0.281, 0.683, 0.326, 0.206, 0.418, 0.362, 0.381, 0.284, 0.241, 0.329, -0.371, 0.787, -0.965, -0.761, 0.073, -1.087, -0.663, 0.119, -0.827, -0.183, -0.382, 0.386, 0.344, 0.409, 0.474, 0.305, -0.210, 0.320, 0.446, 0.490, 0.413, 0.370, 0.293, 0.079, -0.990, -0.071, -0.861, 0.595, -0.328, 0.051, -0.979, -0.223, -0.824, 0.266, 0.337, 0.379, 0.361, 0.500, 0.170, -0.518, 0.380, 0.321, -0.267, 0.431, 0.418, 0.380, 0.296, 0.253, -0.767, -0.351, -0.309, -0.733, -0.028, -1.320, 0.796, -0.573, -0.289, 0.303, 0.274, 0.332, 0.265, 0.274, 0.291, 0.369, 0.227, 0.287, 0.727, -0.343, 0.010, 0.416, 0.132, -0.014, -0.372, -0.058, -0.489, -0.690, 1.039, -1.270, 1.506, -0.625, 0.950, 0.417, -0.211, -0.028, 0.616, -0.136, 0.307, 0.478, -0.515, 0.261, 0.288, -0.361, -0.830, -0.399, 0.450, -0.522, 0.209, -0.263, -0.461, -0.717, -0.229, -0.704, -0.632, -0.269, -0.758, 0.256, 0.363, -0.505, 0.405, 0.232, 0.307, 0.431, 0.078, 0.418, 0.301, 0.324, 0.465, 0.242, 0.355, 0.300], "homo_energy_ev": -4.911, "total_charge": -1, "spin_multiplicity": 1}